The following is a quantum chemistry calculation of a cluster of 2 separate species, C2H6N5S in total at a distorted geometry, from the OMol25 dataset.

```
14
Properties=species:S:1:pos:R:3:forces:R:3:mulliken_charge:R:1
S -3.34030 0.80375 0.56238 0.9 -0.6 -0.3 -0.23
N 1.18559 1.16391 1.32598 1.9 0.1 3.5 -0.41
H 2.23568 -0.32007 -1.52382 -0.3 -0.6 0.6 0.30
H 1.81669 0.71882 2.06553 -1.4 0.1 -2.1 0.28
N 0.71186 -0.56351 -0.29987 -1.1 -2.4 0.4 0.13
N 1.47773 -0.95833 -1.17152 1.7 0.5 -4.1 -0.32
N -1.68287 -1.43675 0.39055 -0.7 -0.1 -0.2 -0.36
C 0.56909 0.70201 0.27266 0.8 -0.5 -1.7 0.52
H -1.65786 -2.45631 0.18070 -0.3 1.7 0.3 0.31
H 0.82469 2.03325 1.68678 -0.2 0.3 -0.2 0.28
H -0.80495 1.15870 -1.34783 1.1 -0.4 1.6 0.33
C -2.37404 -0.45039 0.39844 -0.7 -1.3 0.5 0.31
H 1.22830 -1.67444 -2.02993 0.1 1.5 3.3 0.34
N -0.18963 1.27936 -0.51005 -1.7 1.6 -1.6 -0.47
```
Positions in Å, forces in eV/Å.

Computed properties:
Charge   +1
Multiplicity   1
Calculated total energy   -751.36943 Eh
Relative energy (zero: lowest compared OMol25 entry of this formula, charge and spin)   90.0 kcal per mole
E_HOMO   -12.4985 eV